Below is a structure of composition C15H21CoF5IO2P2 in a non-equilibrium geometry, with properties calculated with wB97M-V/def2-TZVPD.

Structure (XYZ):
```
47
Properties=species:S:1:pos:R:3:lowdin_spin:R:1
C 0.42 -4.70 0.64 0.000
C -0.10 -3.29 0.72 0.001
H -0.44 -5.38 0.57 0.000
H 1.04 -4.96 1.51 0.000
H 1.01 -4.77 -0.30 0.000
O -0.48 -2.71 -0.28 0.001
I -0.15 -2.27 2.57 0.001
Co 0.40 1.97 -0.16 2.088
P 2.11 0.97 -0.52 0.135
C 3.66 1.52 0.27 0.018
C 2.14 -0.81 -0.13 0.043
H 3.13 -1.24 -0.30 0.007
H 3.52 1.32 -2.47 0.002
H 1.38 -1.32 -0.74 0.000
H 2.21 0.12 -2.79 0.000
H 3.72 1.07 1.27 0.001
H 1.88 -0.93 0.94 0.002
C 2.46 1.08 -2.32 0.018
H 4.50 1.19 -0.35 0.002
H 1.83 1.87 -2.74 0.004
H 3.68 2.62 0.38 0.001
P -1.53 1.45 -0.16 0.137
C -2.60 2.08 1.19 0.013
C -2.36 1.91 -1.72 0.025
H -1.56 -0.83 -0.92 0.000
H -2.97 -0.50 0.15 0.007
H -1.35 -0.71 0.84 0.001
C -1.91 -0.31 -0.02 0.043
H -2.28 1.05 -2.40 0.000
H -3.41 2.14 -1.50 0.004
H -3.66 1.92 0.94 0.001
H -2.40 3.14 1.35 0.000
H -1.85 2.78 -2.15 0.003
H -2.34 1.53 2.11 0.001
C 0.61 3.82 -0.12 0.251
O 0.64 4.74 -0.89 0.283
F 2.56 -1.54 3.53 0.001
C 1.38 -0.88 3.48 0.005
C 0.74 3.22 1.14 0.315
C 1.08 3.06 2.45 0.355
F 2.38 3.30 2.80 0.116
C 0.18 2.59 3.50 0.040
F -0.87 3.38 3.87 0.015
C 0.24 1.33 4.02 0.038
F -0.79 0.94 4.81 0.014
C 1.38 0.42 3.85 0.008
F 2.60 0.93 4.26 0.003
```

Computed properties:
spin multiplicity = 5
largest force on an atom = 7.58 eV/Å
expectation value of S² = 6.060
net charge = +2
E_HOMO (spin up / spin down) = -13.444 / -15.633 eV


Below is a structure of composition C15H21FeN3S, with properties calculated with wB97M-V/def2-TZVPD.

Structure (XYZ):
```
41
Properties=species:S:1:pos:R:3:lowdin_spin:R:1
Fe 0.36 -0.10 0.05 3.618
C -0.57 -1.14 2.08 0.038
C 0.72 -1.66 1.82 0.018
C 0.66 -2.41 0.63 0.033
C -0.68 -2.37 0.16 0.046
C -1.44 -1.61 1.07 0.049
H -0.86 -0.53 2.92 0.002
H 1.59 -1.53 2.45 0.001
H 1.47 -2.94 0.17 0.001
H -1.06 -2.87 -0.72 0.003
H -2.50 -1.43 1.01 0.003
N -0.38 -0.13 -2.17 0.031
C -1.72 0.40 -2.36 0.003
C -1.85 1.70 -1.58 0.002
N -1.50 1.47 -0.19 0.027
H 0.33 0.40 -2.68 0.000
H -0.28 -1.10 -2.46 0.001
H -2.44 -0.33 -1.97 0.000
H -1.97 0.59 -3.40 0.001
H -2.85 2.12 -1.71 0.001
H -1.14 2.43 -1.99 0.000
H -2.18 0.88 0.27 0.000
H -1.44 2.34 0.34 0.001
C 1.98 4.01 0.28 0.002
C 1.41 2.76 0.78 0.014
N 0.96 1.76 1.13 0.020
H 1.19 4.64 -0.12 0.000
H 2.69 3.77 -0.51 0.001
H 2.49 4.53 1.09 0.001
S 2.35 0.19 -1.32 0.059
C 3.95 0.19 -0.57 0.009
C 4.60 -1.01 -0.29 0.006
C 5.86 -1.02 0.29 0.000
C 6.51 0.16 0.60 0.005
C 5.87 1.37 0.33 0.000
C 4.61 1.38 -0.24 0.006
H 4.10 -1.94 -0.53 0.000
H 6.35 -1.97 0.49 0.000
H 7.49 0.15 1.05 0.000
H 6.37 2.30 0.58 0.000
H 4.12 2.32 -0.45 0.001
```

Computed properties:
spin multiplicity = 5
largest force on an atom = 0.42 eV/Å
expectation value of S² = 6.015
net charge = 0
E_HOMO (spin up / spin down) = -6.698 / -7.274 eV


Below is a structure of composition C15H21Ge2O7P2PdS4 in a non-equilibrium geometry, with properties calculated with wB97M-V/def2-TZVPD.

Structure (XYZ):
```
52
Properties=species:S:1:pos:R:3:lowdin_spin:R:1
Pd 1.21 -1.37 -0.91 0.082
O 1.46 -3.23 3.25 0.000
P 1.08 -2.67 1.82 0.001
O 0.39 -1.29 2.09 0.007
O 2.26 -2.57 0.94 0.000
O -0.03 -3.66 1.31 0.000
P -0.63 -3.86 -0.23 0.001
O -1.73 -2.68 -0.26 0.001
O -1.25 -5.19 -0.29 0.000
O 0.46 -3.41 -1.17 0.022
H 0.69 -3.49 3.78 0.000
H -2.59 -3.02 0.01 0.000
S 2.99 -2.18 -2.98 0.455
S 4.53 -2.62 -1.95 0.431
S 4.48 -1.10 -0.27 -0.019
S 3.06 0.04 -0.90 -0.044
C -0.89 1.75 -2.05 0.004
Ge 0.36 0.30 -2.53 0.004
C -0.50 -1.01 -3.71 0.000
C 1.77 1.26 -3.47 0.003
Ge 0.06 -0.06 0.73 0.027
C -1.87 0.12 0.93 0.007
C -2.83 -0.03 -0.07 0.000
C -4.17 0.08 0.22 0.000
C -4.58 0.35 1.52 0.000
C -3.64 0.50 2.53 0.000
C -2.29 0.39 2.23 0.001
C 1.00 1.50 1.41 0.006
C 0.66 2.79 1.02 0.001
C 1.37 3.88 1.49 0.000
C 2.43 3.70 2.35 0.001
C 2.78 2.41 2.76 0.000
C 2.07 1.32 2.29 0.001
H -1.66 1.75 -2.83 0.000
H -0.35 2.69 -2.09 0.000
H -1.40 1.68 -1.09 0.000
H -0.04 -0.95 -4.70 0.000
H -1.56 -0.79 -3.80 0.000
H -0.39 -2.03 -3.34 0.000
H 1.26 1.76 -4.29 0.000
H 2.54 0.61 -3.87 0.006
H 2.23 2.02 -2.84 0.000
H -2.52 -0.27 -1.08 0.000
H -4.91 -0.04 -0.56 0.000
H -5.64 0.43 1.75 0.000
H -3.95 0.70 3.54 0.000
H -1.56 0.51 3.02 0.000
H -0.19 2.96 0.36 0.000
H 1.09 4.88 1.18 0.000
H 2.99 4.55 2.72 0.000
H 3.61 2.27 3.44 0.000
H 2.35 0.32 2.60 0.000
```

Computed properties:
spin multiplicity = 2
largest force on an atom = 1.52 eV/Å
expectation value of S² = 0.773
relative energy (zero: lowest compared OMol25 entry of this formula, charge and spin) = 0.00 kcal/mol
net charge = 0
E_HOMO (spin up / spin down) = -8.361 / -8.888 eV


Below is the ion C15H21N2O5 with charge +1 in a non-equilibrium geometry, with properties calculated with wB97M-V/def2-TZVPD.

Structure (XYZ):
```
43
Properties=species:S:1:pos:R:3:lowdin_charge:R:1
C 2.59 -1.46 1.72 -0.086
C 3.63 -1.66 0.52 -0.249
N 3.16 -1.15 -0.81 -0.047
C 2.39 0.10 -0.70 -0.133
C 3.05 1.34 0.00 0.069
C 2.20 2.63 0.08 0.038
C 0.74 2.60 -0.51 0.061
N 0.15 1.46 -1.15 -0.005
C -1.21 1.40 -1.75 -0.084
C -2.04 2.77 -1.71 -0.137
O -2.34 3.06 -0.31 -0.094
C -3.60 2.48 0.08 -0.381
C -3.76 1.31 1.16 0.006
O -4.63 2.96 -0.45 0.072
C 0.95 0.24 -1.24 -0.004
C 0.35 -1.07 -1.99 -0.005
C -0.70 -1.86 -1.10 -0.304
O -1.94 -1.85 -1.31 0.093
O -0.27 -2.70 0.00 0.031
C -0.97 -2.36 1.20 -0.380
C -1.23 -3.56 2.24 0.024
O -1.33 -1.18 1.46 0.043
H 2.74 -0.41 2.19 0.083
H 1.52 -1.52 1.34 0.054
H 2.79 -2.24 2.54 0.095
H 4.66 -1.26 0.85 0.119
H 3.78 -2.80 0.40 0.127
H 4.01 -0.92 -1.37 0.133
H 4.10 1.35 0.45 0.128
H 2.58 3.59 0.56 0.121
H 0.16 3.58 -0.42 0.139
H -1.18 1.07 -2.86 0.157
H -1.82 0.63 -1.15 0.141
H -1.43 3.68 -2.08 0.146
H -2.97 2.69 -2.37 0.150
H -2.86 1.19 1.85 0.083
H -4.65 1.62 1.82 0.104
H -4.05 0.31 0.68 0.101
H 1.20 -1.81 -2.24 0.142
H -0.06 -0.74 -3.02 0.139
H -0.28 -4.20 2.23 0.099
H -2.09 -4.24 1.94 0.107
H -1.34 -3.08 3.27 0.102
```

Computed properties:
largest force on an atom = 5.37 eV/Å
SMILES = CCNc1ccc[n+](CCOC(C)=O)c1CC(=O)OC(C)=O
net charge = +1
E_HOMO = -12.998 eV


Below is the molecule C15H21N3O4, with properties calculated with wB97M-V/def2-TZVPD.

Structure (XYZ):
```
43
Properties=species:S:1:pos:R:3:lowdin_charge:R:1
C 3.49 -2.40 0.51 -0.042
C 2.90 -1.76 -0.75 -0.359
C 3.99 -1.23 -1.67 -0.039
N 1.94 -0.70 -0.41 0.029
C 2.33 0.36 0.34 -0.403
O 3.48 0.54 0.69 0.074
C 1.24 1.32 0.78 -0.039
O 0.03 0.64 1.08 -0.003
C -0.81 1.26 1.91 -0.488
O -0.55 2.23 2.55 0.134
C -2.10 0.45 2.09 -0.248
C -1.77 -0.94 2.63 -0.021
N -2.78 0.33 0.81 0.112
C -2.70 1.32 -0.12 -0.605
N -3.63 1.23 -1.12 0.163
O -1.88 2.21 -0.07 0.082
C 0.67 -0.79 -1.03 -0.228
C 0.28 0.16 -1.97 -0.003
C -0.92 0.02 -2.63 -0.080
C -1.74 -1.07 -2.37 -0.112
C -1.36 -2.01 -1.43 -0.080
C -0.15 -1.88 -0.77 -0.026
H 4.09 -1.68 1.05 0.074
H 4.11 -3.24 0.23 0.080
H 2.69 -2.75 1.16 0.078
H 2.32 -2.52 -1.30 0.138
H 4.65 -2.04 -1.97 0.079
H 3.55 -0.79 -2.56 0.079
H 4.58 -0.47 -1.15 0.075
H 1.04 2.07 0.01 0.144
H 1.59 1.85 1.67 0.141
H -2.72 1.01 2.81 0.158
H -1.16 -1.47 1.92 0.068
H -1.24 -0.85 3.57 0.092
H -2.69 -1.50 2.81 0.081
H -3.57 -0.30 0.80 0.144
H -4.09 0.36 -1.31 0.088
H -3.46 1.83 -1.92 0.106
H 0.93 0.99 -2.19 0.126
H -1.22 0.75 -3.37 0.109
H -2.68 -1.18 -2.90 0.100
H -1.99 -2.86 -1.22 0.105
H 0.16 -2.62 -0.05 0.120
```

Computed properties:
largest force on an atom = 0.68 eV/Å
relative energy (zero: lowest compared OMol25 entry of this formula, charge and spin) = 18.54 kcal/mol
SMILES = CC(C)N(C(=O)COC(=O)[C@H](C)NC(N)=O)c1ccccc1
net charge = 0
E_HOMO = -8.965 eV